DFT (ωB97M-V with the def2-TZVPD basis set) results for a cluster of 2 separate species, C2H3ClN2O3 in total at a distorted geometry.

```
11
Properties=species:S:1:pos:R:3:forces:R:3
O 0.44285 0.47575 0.80766 -0.72 0.16 0.69
N 1.16804 0.38202 -0.16349 1.18 -0.05 0.65
O 1.68003 1.58246 -0.70288 0.46 0.93 -0.71
C 1.66628 -0.69838 -0.71636 0.12 2.32 -0.52
Cl 1.24815 -2.23220 -0.21635 0.12 -0.33 0.16
H 1.63724 2.39512 -0.10194 -0.54 -2.32 -0.23
H 2.34838 -0.43999 -1.50856 0.09 -0.69 -0.16
N -2.06968 -0.60728 1.32771 0.15 0.74 2.50
C -1.61026 -1.04526 0.31582 -2.60 -1.00 0.28
O -1.68037 -1.57086 -0.72095 1.50 0.14 -1.24
H -1.85602 -0.60819 2.33260 0.25 0.09 -1.42
```
Forces are in eV/Å.

## Properties
Energy relative to the best compared isomer or geometry (same formula, charge and spin), kcal/mol: 42.6
SMILES: [O-]/[N+](O)=C\Cl.N=C=O
E_LUMO, eV: 0.465
Frontier orbital gap, eV: 9.61
Multiplicity: 1

Atomic partial charges in e from the natural (NBO) method, atoms 1 to 6: atom 1 (O): -0.48, atom 2 (N): 0.37, atom 3 (O): -0.58, atom 4 (C): -0.14, atom 5 (Cl): 0.10, atom 6 (H): 0.51


DFT (ωB97M-V with the def2-TZVPD basis set) results for a cluster of 2 separate species, C3H12N2O in total at a distorted geometry.

```
18
Properties=species:S:1:pos:R:3:forces:R:3
N -0.04088 -1.33435 1.14765 1.19 -0.79 -2.22
C 1.13282 -0.63108 0.50077 -0.84 -1.62 1.14
C 0.96545 0.84616 0.57711 -0.58 0.59 -1.16
N 1.97250 1.42225 -0.37843 -1.67 -0.18 -0.49
H -0.21048 -1.09388 2.08355 0.07 0.26 1.36
H -0.00040 -2.35871 1.01116 0.06 1.00 0.40
H 2.03763 -0.95875 0.99799 0.49 0.18 -0.08
H 1.20307 -0.93072 -0.54519 -0.24 -0.15 0.03
H -0.13448 1.08540 0.35947 1.58 0.00 0.20
H 1.19129 1.18415 1.57325 0.09 0.33 0.44
H 1.53505 1.37118 -1.32747 0.64 -0.07 0.96
H 2.03551 2.41236 -0.20521 0.17 0.36 0.10
C -2.10885 0.45211 -1.01932 1.31 0.48 -0.86
O -1.67973 -0.87312 -0.77158 -2.79 0.76 -2.73
H -2.98612 0.47379 -1.65321 -0.39 -0.36 0.12
H -2.27887 1.10824 -0.15420 -0.14 -0.53 0.22
H -1.34258 0.99524 -1.63119 -0.29 -0.23 0.33
H -1.06960 -0.92178 -0.07229 1.33 -0.03 2.24
```
Forces are in eV/Å.

## Properties
Energy relative to the best compared isomer or geometry (same formula, charge and spin), kcal/mol: 23.6
SMILES: NCCN.CO
E_LUMO, eV: 1.004
Frontier orbital gap, eV: 10.49
Multiplicity: 1

Atomic partial charges in e from the natural (NBO) method, atoms 1 to 6: atom 1 (N): -0.87, atom 2 (C): -0.22, atom 3 (C): -0.24, atom 4 (N): -0.82, atom 5 (H): 0.37, atom 6 (H): 0.38


DFT (ωB97M-V with the def2-TZVPD basis set) results for the ion C14H23FNO2 with charge +1.

```
41
Properties=species:S:1:pos:R:3:forces:R:3
C -2.37246 -2.35254 3.09268 0.08 0.16 0.13
C -1.21908 -1.35403 3.11708 -0.17 -0.23 -0.19
C -0.48298 -1.24123 1.77420 0.31 -0.29 0.49
C 1.02936 -1.18965 1.94364 -0.15 -0.03 -0.19
N -0.88797 -0.00806 1.03510 0.34 0.18 -0.35
C -2.28374 0.06746 0.56083 -0.46 0.34 -0.35
C -2.48699 1.43187 -0.13641 -0.03 -0.03 0.18
O -1.31716 1.88099 -0.77637 0.00 0.04 0.12
C -1.12871 1.54571 -2.13695 0.36 -0.27 -0.20
C -0.62276 0.10531 -2.32815 -0.46 0.40 -0.09
O 0.37289 -0.21726 -1.36142 0.38 -0.05 -0.02
C 1.64520 0.31573 -1.61752 0.14 0.09 0.01
C 2.47477 -0.30813 -2.53871 -0.24 0.03 0.18
C 3.74805 0.18291 -2.75633 0.12 0.21 0.06
C 4.16690 1.29541 -2.04475 -0.20 -0.05 0.06
F 5.39840 1.77341 -2.25015 -0.01 -0.01 0.00
C 3.34631 1.92875 -1.12625 0.25 -0.06 -0.14
C 2.07276 1.43343 -0.91412 -0.18 -0.23 -0.13
H -3.13178 -2.08743 2.36154 -0.11 -0.01 -0.09
H -2.84543 -2.39282 4.06951 -0.10 -0.05 0.06
H -2.00500 -3.34804 2.85867 0.00 -0.12 -0.05
H -1.58431 -0.37153 3.42474 0.05 0.11 0.07
H -0.50915 -1.67625 3.87866 0.07 0.11 -0.02
H -0.74593 -2.08963 1.13554 -0.04 0.16 -0.07
H 1.37837 -2.10817 2.40543 0.00 -0.07 0.07
H 1.52911 -1.09070 0.98263 0.10 0.03 -0.08
H 1.32250 -0.35973 2.58288 0.04 0.12 0.11
H -0.28312 0.06551 0.16133 -0.25 0.02 0.51
H -0.68846 0.81349 1.61600 0.05 -0.16 -0.10
H -2.45106 -0.76557 -0.12369 0.10 -0.02 0.12
H -2.97988 -0.01836 1.39497 0.11 -0.08 0.00
H -2.70940 2.19370 0.61739 -0.06 -0.12 -0.05
H -3.33319 1.37643 -0.82853 0.01 -0.02 0.07
H -2.04644 1.69334 -2.71561 0.03 0.02 0.00
H -0.36977 2.24978 -2.48635 -0.11 -0.08 -0.06
H -0.23103 -0.00861 -3.34224 -0.02 -0.06 0.05
H -1.42226 -0.62444 -2.17845 0.05 0.04 -0.07
H 2.12509 -1.17778 -3.07332 -0.03 -0.11 -0.04
H 4.41392 -0.28375 -3.46377 0.09 -0.04 -0.07
H 3.70474 2.79601 -0.59602 0.06 0.09 0.04
H 1.40970 1.92449 -0.21771 -0.10 0.05 0.06
```
Forces are in eV/Å.

## Properties
Energy relative to the best compared isomer or geometry (same formula, charge and spin), kcal/mol: 2.8
SMILES: CC[C@H](C)[NH2+]CCOCCOc1ccc(F)cc1
E_LUMO, eV: -2.325
Frontier orbital gap, eV: 9.76
Multiplicity: 1
Net charge: +1

Atomic partial charges in e from the natural (NBO) method, atoms 1 to 6: atom 1 (C): -0.60, atom 2 (C): -0.42, atom 3 (C): -0.04, atom 4 (C): -0.63, atom 5 (N): -0.56, atom 6 (C): -0.25


DFT (ωB97M-V with the def2-TZVPD basis set) results for the ion C6H16N with charge +1.

```
23
Properties=species:S:1:pos:R:3:forces:R:3
C -1.98863 -1.68911 0.45066 -0.21 0.42 -0.30
C -1.82248 -0.19687 0.81119 -0.51 -0.44 0.31
C -1.25674 0.72502 -0.27800 0.14 -0.04 0.12
C -0.20541 0.08614 -1.21604 -0.11 0.18 0.49
C 1.16177 0.75716 -1.18305 0.33 -0.10 -0.49
C 1.73856 0.97917 0.19786 -0.04 0.34 -0.40
N 2.04172 -0.34773 0.86846 -0.11 -0.13 -0.11
H -2.89692 -2.06180 0.93222 0.35 -0.21 0.01
H -2.12501 -1.81484 -0.62730 -0.13 0.04 0.07
H -1.13933 -2.31494 0.71364 0.06 -0.10 0.21
H -1.33316 -0.08366 1.79130 0.35 -0.08 -0.29
H -2.82574 0.14621 1.04372 -0.15 0.29 -0.04
H -2.08373 1.10385 -0.87847 0.03 -0.10 -0.03
H -0.85559 1.60724 0.23028 -0.01 0.07 -0.23
H -0.06759 -0.96585 -0.96609 -0.10 -0.17 0.04
H -0.60007 0.08714 -2.22574 0.19 -0.02 -0.22
H 1.88960 0.18609 -1.77118 0.00 -0.29 0.12
H 1.18870 1.69530 -1.72884 -0.35 0.44 0.26
H 1.06152 1.49373 0.86856 -0.11 0.06 0.07
H 2.64188 1.58155 0.12392 0.21 -0.34 0.19
H 2.25192 -1.08483 0.18690 0.20 0.24 -0.03
H 2.82936 -0.25811 1.51318 -0.16 -0.17 0.09
H 1.21044 -0.67997 1.36677 0.14 0.09 0.15
```
Forces are in eV/Å.

## Properties
Energy relative to the best compared isomer or geometry (same formula, charge and spin), kcal/mol: 11.9
SMILES: CCCCCC[NH3+]
E_LUMO, eV: -3.666
Frontier orbital gap, eV: 10.88
Multiplicity: 1
Net charge: +1

Atomic partial charges in e from the natural (NBO) method, atoms 1 to 6: atom 1 (C): -0.62, atom 2 (C): -0.41, atom 3 (C): -0.42, atom 4 (C): -0.42, atom 5 (C): -0.43, atom 6 (C): -0.22


- frontier orbital gap of number 4 (C6H16N)?
  10.88 eV


- multiplicity of number 3 (C14H23FNO2)?
  1